C50H123N7O9 | ωB97M-V/def2-TZVPD

Summary:
- HOMO (eV) = -20.96
- energy (eV) = -82634.88512
- net charge = +6

Cartesian coordinates (Å):
C 1.0512 -1.0742 -0.3267
C 0.1866 0.1909 -0.5001
O -0.3266 0.3106 -1.6397
O 0.1944 1.0873 0.3743
H 1.3553 -1.1506 0.7167
H 1.8687 -0.9684 -1.0434
H 0.6277 -2.0324 -0.6313
C 6.3090 0.0633 -2.2855
C 6.2829 0.6481 -0.8678
C 4.7826 0.8497 -0.5999
C 4.3693 1.0262 0.8465
C 4.6883 -0.2760 1.6013
C 6.1972 -0.6176 1.4898
N 6.7248 -0.4537 0.0928
O 7.6982 -1.0351 -0.1746
C 6.2980 -2.0834 1.9425
C 6.9469 0.2523 2.5051
C 7.0381 1.9978 -0.7416
H 5.9474 -0.9623 -2.3565
H 7.3484 0.0217 -2.6208
H 5.7901 0.6968 -3.0012
H 4.1866 -0.0034 -0.9482
H 4.4386 1.6823 -1.2149
H 3.3476 1.3098 1.0911
H 5.1231 1.7530 1.1692
H 4.1062 -1.0245 1.0550
H 4.3223 -0.1409 2.6147
H 7.3274 -2.4295 2.0551
H 5.7981 -2.6766 1.1759
H 5.9349 -2.2967 2.9466
H 6.4966 0.3581 3.4858
H 7.3006 1.1576 2.0060
H 7.9414 -0.1673 2.6913
H 8.0759 1.7754 -0.9914
H 6.9728 2.5240 0.2081
H 6.6070 2.6567 -1.4939
C -5.1711 4.0735 2.8081
C -4.6703 2.6300 2.8476
N -3.5298 2.2992 1.8276
C -3.0677 0.8928 2.1662
C -4.1430 2.3691 0.4321
C -3.3094 1.8162 -0.7226
C -2.3499 3.2683 1.8983
C -1.6473 3.3302 3.2581
O -2.4360 4.1403 4.1470
C -1.7006 4.7798 5.2007
H -4.3879 4.7990 3.0104
H -5.8998 4.1690 3.6118
H -5.6115 4.2722 1.8327
H -5.4388 1.8846 2.6481
H -4.1905 2.3512 3.7846
H -2.2848 0.5310 1.4977
H -3.9095 0.2621 1.8781
H -2.7376 0.8078 3.1944
H -4.5148 3.3810 0.2767
H -5.0985 1.8406 0.4678
H -3.9796 1.6446 -1.5654
H -2.8988 0.8266 -0.5238
H -2.5295 2.4900 -1.0740
H -2.8051 4.2305 1.6716
H -1.7174 2.8944 1.0924
H -0.6545 3.7736 3.1559
H -1.6410 2.3861 3.8032
H -2.4847 5.3707 5.6685
H -0.9263 5.4311 4.7911
H -1.2764 4.0844 5.9277
C -2.9201 -7.3764 3.2708
C -3.3629 -6.5060 4.4535
N -2.8868 -5.0534 4.4086
C -3.4676 -4.4180 5.6547
C -1.3597 -4.9657 4.5151
C -0.7482 -5.8629 5.5871
C -3.4013 -4.3609 3.1138
C -3.1153 -2.8441 2.9845
O -1.7475 -2.4810 2.9291
C -0.9413 -2.9501 1.8308
H -1.8503 -7.3276 3.0660
H -3.3256 -7.0782 2.3004
H -3.3172 -8.3812 3.4010
H -3.1013 -6.8647 5.4474
H -4.4456 -6.4290 4.5755
H -3.1389 -4.9550 6.5371
H -4.5459 -4.3122 5.5409
H -3.1402 -3.3787 5.6543
H -1.0593 -3.9231 4.5885
H -0.9055 -5.2328 3.5587
H 0.3318 -5.6892 5.5511
H -0.9144 -6.9299 5.4822
H -0.8991 -5.4720 6.5952
H -4.4725 -4.5514 3.1453
H -2.8277 -5.0085 2.4547
H -3.3925 -2.3463 3.9143
H -3.6830 -2.4104 2.1579
H -1.2318 -2.6250 0.8317
H -0.9645 -4.0426 1.8217
H 0.0427 -2.6793 2.2070
C -3.5983 2.0575 -4.3254
C -2.7776 0.7946 -4.4262
N -3.4914 -0.2941 -5.2570
C -3.8916 0.2348 -6.6144
C -2.4453 -1.3918 -5.5499
C -2.9816 -2.6148 -6.2656
C -4.7804 -0.7730 -4.5477
C -4.5400 -1.1880 -3.0842
O -3.5225 -2.1663 -3.0982
C -2.9879 -2.3854 -1.7977
H -3.6362 2.5089 -5.3154
H -3.0566 2.7583 -3.6901
H -4.5917 1.8475 -3.9359
H -2.5398 0.3147 -3.4770
H -1.8414 0.9109 -4.9732
H -4.8127 0.8040 -6.4988
H -4.1484 -0.5016 -7.3704
H -3.1079 0.8582 -7.0408
H -1.8819 -1.5667 -4.6386
H -1.7533 -0.9203 -6.2517
H -3.8032 -2.3212 -6.9211
H -3.5589 -3.3223 -5.6652
H -2.2724 -3.2058 -6.8388
H -5.1348 -1.6463 -5.0910
H -5.5513 -0.0061 -4.5392
H -5.4375 -1.6690 -2.6820
H -4.3798 -0.3083 -2.4540
H -2.2545 -1.6080 -1.5459
H -2.4109 -3.3077 -1.8508
H -3.7520 -2.3899 -1.0174
C 2.1250 3.0564 -2.2880
N 1.1595 4.0764 -2.9056
C 1.7907 4.6729 -4.1608
C -0.1386 3.4455 -3.3087
C 1.0612 5.2329 -1.8693
C -0.0550 4.9751 -0.8578
O -1.3206 5.1552 -1.5161
H 2.2481 2.2864 -3.0484
H 1.6778 2.6599 -1.3749
H 3.0903 3.4547 -1.9824
H 1.9301 3.8972 -4.9080
H 2.6198 5.2938 -3.8318
H 1.0420 5.3565 -4.5633
H -0.7730 4.2272 -3.7128
H -0.5279 2.8555 -2.4801
H 0.0848 2.6995 -4.0742
H 1.0313 6.1976 -2.3692
H 1.9984 5.1782 -1.3155
H -0.1351 5.6962 -0.0447
H 0.0371 3.9722 -0.4301
H -1.7939 5.8470 -1.0455
C 3.5479 -1.3610 -7.4396
N 2.9928 -0.6568 -6.2163
C 4.1443 -0.5032 -5.2143
C 2.4054 0.6942 -6.5615
C 2.0020 -1.5315 -5.4666
C 1.5666 -1.1008 -4.0880
O 0.6787 0.0232 -4.1296
H 2.7214 -1.4662 -8.1382
H 3.9948 -2.2851 -7.0810
H 4.3437 -0.7729 -7.8941
H 3.8927 0.1582 -4.3897
H 4.7880 0.1761 -5.7803
H 4.5786 -1.4784 -5.0270
H 3.2451 1.2363 -6.9996
H 2.1973 1.1451 -5.5963
H 1.6434 0.5565 -7.3221
H 2.3392 -2.5669 -5.3648
H 1.1074 -1.7582 -6.0528
H 2.3701 -0.9765 -3.3529
H 1.0270 -1.8933 -3.5577
H 0.2120 -0.0088 -3.2678
C 2.5635 0.6865 5.1797
N 1.0395 0.6264 5.0242
C 0.3914 1.6094 5.9472
C 0.7192 0.9810 3.5827
C 0.4794 -0.7792 5.2559
C 0.6493 -1.2266 6.6928
O 0.4357 -2.6375 6.6809
H 2.7694 1.7159 4.8965
H 2.9646 -0.0536 4.4926
H 2.8004 0.4710 6.2168
H 0.6291 2.6400 5.6941
H 0.6598 1.3939 6.9799
H -0.6932 1.5024 5.9057
H 1.3344 0.3593 2.9360
H 0.9448 2.0061 3.2909
H -0.3503 0.8732 3.4355
H 0.9417 -1.3948 4.4877
H -0.6029 -0.7178 5.1405
H -0.0546 -0.8117 7.4106
H 1.6521 -1.1033 7.1106
H 1.1642 -3.0530 6.2088